{"formula": "C47H49LuN16O", "method": "ωB97M-V with the def2-TZVPD basis set", "species": ["N", "C", "C", "H", "C", "H", "H", "H", "C", "C", "H", "C", "N", "C", "O", "N", "H", "H", "H", "H", "H", "H", "C", "H", "N", "C", "C", "C", "N", "C", "C", "H", "C", "C", "C", "H", "N", "C", "H", "C", "H", "H", "H", "C", "H", "H", "H", "N", "N", "H", "H", "N", "C", "N", "H", "C", "N", "H", "H", "C", "C", "C", "N", "H", "C", "H", "C", "C", "C", "H", "H", "C", "H", "H", "H", "H", "C", "H", "H", "C", "C", "C", "C", "N", "H", "C", "N", "C", "C", "C", "C", "C", "C", "C", "H", "C", "H", "H", "H", "C", "H", "H", "C", "C", "H", "C", "H", "Lu", "H", "N", "N", "H", "H", "H"], "coordinates": [[0.042576, 2.268613, 3.107187], [-2.492068, -2.538052, 0.157018], [2.664239, -0.536802, 0.804924], [4.361604, 0.198088, -3.083052], [-1.456967, 0.130928, -3.064699], [5.456715, -3.124109, -4.322881], [3.160879, -2.518735, -3.846216], [4.041934, 0.221796, 3.352522], [-5.759601, 1.936176, -2.013703], [-2.204078, -0.649213, -3.886383], [-3.644953, 7.234047, 2.349255], [-6.748274, 1.306638, -2.752868], [0.112129, -2.437590, 2.502227], [0.387928, 0.990973, 3.148027], [1.631643, -0.347938, 0.112204], [0.199163, 2.013140, -1.069407], [1.514096, -0.561060, -3.270127], [-3.639323, -3.199817, -3.445123], [5.980295, -1.587625, -4.020370], [1.432710, -2.635230, 0.094033], [3.510841, -0.096844, -4.591072], [-3.522972, -7.117353, 0.558682], [-1.870717, -6.364061, 1.711412], [2.121582, -2.805969, 4.647996], [-3.420698, 2.659712, -0.112689], [2.845429, 1.855005, 1.268180], [-1.236563, 5.087821, 3.417953], [-3.651547, 1.445460, -0.569964], [-2.980021, 0.297992, -0.267622], [2.916294, -1.113961, 5.726276], [-0.892449, 2.754991, 2.314260], [1.525131, 4.572681, -4.197037], [-1.478059, 4.078091, 2.496122], [3.954272, -1.875718, -3.469767], [-2.679238, -3.133278, -3.955780], [-5.848253, -1.967121, -2.365815], [0.905002, 4.044899, -2.269496], [1.343373, 0.467587, 4.115141], [1.409295, 4.980307, -0.463743], [-5.811743, -0.887652, -2.292511], [-2.089754, -4.016924, -3.724447], [5.699753, -0.805343, 0.994975], [-4.063917, -4.926378, -0.479930], [0.532323, 2.965567, -1.633878], [1.929634, 1.889294, 0.689032], [0.475721, 5.990751, -1.582794], [2.059129, 2.158668, 5.247573], [-0.107737, -0.035616, 2.397576], [5.177766, -2.139429, -4.335088], [4.217888, -2.185260, -2.459625], [2.193220, 5.656139, -1.905097], [3.155693, -1.796840, 0.944578], [2.142182, -1.729195, 4.757624], [3.304709, 0.483560, 1.406257], [-1.869292, 7.033886, 4.034402], [-3.233151, -5.032070, 0.204919], [-0.764734, -0.663171, -2.166624], [-1.672892, -7.327280, 2.162621], [-4.088211, 5.388722, 0.741875], [-1.388739, -4.057145, 1.451580], [0.424005, -1.210511, 2.865882], [2.104520, 1.087550, 5.100672], [-3.439905, -2.040473, -0.645515], [4.734976, -3.019283, 1.503619], [-2.484500, 4.191772, 1.543532], [4.997332, -1.879858, -5.308977], [5.203204, -0.955345, 1.958078], [1.266776, 5.243624, -1.508745], [-2.506099, 2.928961, 0.812898], [-0.466414, 4.985194, 4.170192], [-0.767187, -2.790619, -1.960073], [-2.929319, -6.243805, 0.792855], [2.956760, -3.310758, -0.517875], [-2.830988, -3.075720, -5.030235], [-2.898923, -0.405357, -4.670885], [-1.403568, 1.205207, -3.031066], [-4.809518, -0.250423, -1.576434], [-7.574704, -0.546451, -3.454657], [3.827852, -2.342267, 2.856990], [3.565163, -0.398763, -3.538611], [-6.776165, -0.087998, -2.886646], [2.441003, -2.923749, 0.367782], [4.241589, -2.117260, 1.867327], [-1.959890, -1.948241, -3.502832], [2.377791, -3.723140, 1.105420], [-3.040762, 6.337051, 2.374070], [-1.480390, -1.862282, 0.771603], [-1.094305, -1.903174, -2.480324], [1.365319, -0.913440, 3.940932], [-3.292448, 5.318658, 1.470874], [2.900304, 0.280136, 5.894274], [-4.789221, 1.131253, -1.435807], [-1.095233, -5.276534, 2.059125], [-2.439380, -3.935949, 0.540898], [5.970912, -1.154924, 2.704126], [-0.828858, -2.730452, 1.611224], [5.054126, 1.174783, 2.265263], [3.503451, 0.724384, 6.674944], [2.659823, 2.286213, 2.252343], [4.423901, 0.286939, 2.327225], [-5.742891, 3.009954, -1.885694], [3.527917, -1.716694, 6.384768], [-2.026423, 6.222583, 3.336333], [-3.669918, -0.760763, -0.810218], [0.405295, 3.202021, -4.119700], [0.639038, 4.178163, -3.702228], [-0.199998, 4.854635, -3.869335], [-0.757407, 0.218484, 0.249499], [2.328872, -0.253663, -1.876769], [2.323972, -0.096595, -2.882101], [-1.516753, 2.118794, 1.269699], [3.608661, 2.451804, 0.761444], [-0.298082, -5.360207, 2.785538], [-7.522495, 1.897740, -3.223354]], "forces_ev_per_angstrom": [[-0.1, 0.0, 0.0], [0.0, 0.0, 0.0], [-0.1, -0.3, 0.3], [0.0, 0.0, 0.0], [0.1, 0.0, 0.1], [0.0, 0.1, 0.0], [0.0, 0.0, 0.0], [0.0, 0.0, -0.1], [0.0, 0.0, 0.0], [-0.1, -0.1, 0.0], [0.0, 0.0, 0.0], [0.0, -0.1, 0.0], [-0.1, 0.0, -0.1], [0.0, -0.1, 0.0], [-0.4, 0.2, -0.4], [-0.1, -0.1, -0.1], [0.0, 0.0, -0.1], [0.0, 0.0, 0.0], [-0.1, 0.0, 0.0], [0.0, 0.0, 0.0], [-0.1, 0.0, 0.0], [0.0, 0.0, 0.0], [0.0, 0.0, 0.0], [0.0, 0.0, 0.0], [0.0, 0.0, 0.0], [0.0, 0.0, 0.0], [0.0, 0.0, 0.0], [0.1, -0.1, 0.0], [0.1, 0.0, 0.1], [0.0, 0.0, 0.0], [0.0, 0.0, 0.1], [0.0, 0.0, 0.0], [0.2, 0.0, 0.0], [0.1, -0.1, 0.0], [0.1, 0.1, 0.0], [0.0, 0.0, 0.0], [0.1, -0.1, 0.1], [0.0, 0.1, 0.0], [0.0, 0.0, 0.0], [0.0, 0.0, 0.0], [0.0, 0.0, 0.0], [0.0, 0.0, 0.0], [0.0, 0.0, 0.0], [-0.1, 0.2, -0.1], [0.0, 0.0, 0.0], [0.0, 0.0, 0.0], [0.0, 0.0, 0.0], [0.1, 0.0, 0.1], [0.0, 0.0, 0.0], [0.0, 0.0, 0.0], [0.0, 0.0, 0.0], [0.0, 0.1, -0.1], [0.0, 0.0, 0.0], [0.1, 0.0, 0.0], [0.0, 0.0, 0.0], [0.0, 0.0, 0.0], [0.0, 0.1, 0.1], [0.0, 0.0, 0.0], [0.0, 0.0, 0.0], [0.1, -0.1, 0.1], [0.0, 0.1, 0.0], [0.0, 0.0, 0.0], [0.0, 0.0, 0.1], [0.0, 0.0, 0.0], [-0.1, 0.0, -0.1], [0.0, 0.0, 0.1], [0.0, 0.0, -0.1], [-0.1, 0.0, 0.0], [0.1, 0.0, -0.1], [0.0, 0.0, 0.0], [0.0, 0.0, 0.0], [0.0, 0.0, 0.0], [0.0, 0.0, 0.0], [0.0, 0.0, 0.0], [0.0, 0.0, 0.0], [0.0, 0.0, 0.0], [0.0, -0.1, 0.0], [0.0, 0.0, 0.0], [0.0, 0.0, -0.1], [0.0, 0.0, 0.0], [0.0, 0.1, 0.0], [0.0, 0.0, 0.1], [0.0, 0.0, 0.0], [0.0, 0.0, -0.1], [0.0, 0.0, 0.0], [0.0, 0.0, 0.1], [-0.2, 0.0, 0.1], [0.0, 0.0, 0.1], [0.0, -0.1, 0.0], [0.0, 0.0, 0.0], [0.0, 0.0, 0.0], [0.0, 0.1, 0.0], [0.0, 0.0, 0.0], [-0.1, 0.0, -0.1], [0.0, 0.0, 0.0], [0.0, 0.1, 0.0], [0.0, 0.0, 0.0], [0.0, 0.0, 0.0], [0.0, 0.0, 0.0], [0.0, 0.0, 0.0], [0.0, 0.0, 0.0], [0.0, 0.0, 0.0], [0.0, 0.0, -0.1], [0.0, 0.0, 0.0], [0.0, 0.0, 0.0], [0.0, 0.0, 0.0], [0.0, 0.0, 0.0], [0.6, 0.1, -0.4], [-0.1, 0.1, 0.0], [0.1, 0.0, 0.1], [-0.1, -0.2, 0.2], [0.0, 0.0, 0.0], [0.0, 0.0, 0.0], [0.0, 0.0, 0.0]], "total_charge": 2, "e_homo_ev": [-10.06, -9.97]}



{"formula": "C47H50AsBrF5MgN2O5S2Si", "method": "ωB97M-V with the def2-TZVPD basis set", "species": ["H", "C", "C", "H", "F", "H", "N", "F", "H", "C", "C", "H", "Mg", "C", "H", "H", "H", "H", "H", "H", "C", "C", "C", "C", "O", "C", "H", "C", "H", "C", "H", "C", "H", "C", "O", "C", "C", "H", "H", "C", "C", "C", "H", "H", "C", "C", "H", "C", "H", "O", "C", "C", "C", "F", "H", "H", "C", "H", "H", "H", "As", "F", "H", "C", "H", "C", "O", "C", "H", "C", "C", "C", "H", "C", "S", "H", "H", "H", "C", "H", "H", "H", "F", "H", "C", "Br", "O", "C", "H", "C", "H", "C", "H", "C", "C", "H", "C", "H", "S", "N", "H", "H", "C", "C", "H", "H", "H", "H", "C", "Si", "C", "H", "C", "C", "H"], "coordinates": [[-3.510889, 0.439933, -1.338980], [-3.584206, 4.502704, -5.832898], [0.842190, 3.270399, -2.749636], [6.605809, -2.141710, 2.103905], [-2.843011, -4.565352, 3.691379], [0.723580, -0.421011, 5.353460], [-0.565083, -1.524463, -2.827340], [0.602448, -3.673230, -0.402427], [-3.468452, 1.456117, 2.804024], [-1.975439, -4.333451, 2.689856], [4.619722, 2.097432, 0.643460], [1.297324, 1.991690, 4.592233], [0.128256, -0.714478, 0.914444], [-1.559672, -5.384779, 1.894422], [-2.757537, 4.889300, 2.342172], [3.028542, -2.984486, 2.795706], [4.199971, 1.414888, -1.363591], [6.039356, 1.040917, 1.871504], [0.368944, 1.712695, 3.108881], [1.058769, -1.757191, 4.234529], [-3.334527, 0.914366, 0.742500], [-5.300860, 1.329527, -0.498482], [-0.598253, -2.750196, 1.423376], [1.788145, 0.162144, 3.577898], [-1.347268, 0.101459, -0.258741], [-2.294637, 4.977185, -5.638503], [-5.046841, 3.049863, -5.224567], [-1.918833, 3.317617, -3.928756], [4.908595, 4.148768, 0.005679], [5.019784, -2.807827, -0.029335], [6.644286, 2.590680, 1.248641], [-2.438972, -1.091587, -4.169826], [2.532619, -3.065310, 1.096358], [-1.174139, 3.825723, 1.356289], [1.816566, -0.322730, 2.200029], [-1.916414, -1.689023, -2.974895], [1.074064, 4.589075, -2.363953], [2.488493, 6.193367, -2.239101], [-0.220296, -0.591099, 3.869107], [4.596016, -2.473038, 1.394728], [0.250060, -0.918980, -3.721178], [3.139794, 3.114474, -3.482540], [5.901592, -2.225117, -0.304395], [-1.929325, 5.810356, -6.226624], [1.889417, 2.537103, -3.297439], [-1.487450, -3.061827, 2.429432], [1.289102, -0.878376, -3.424135], [3.165799, 0.005888, 4.208244], [5.833016, 2.075873, -1.140016], [-1.279171, 0.515121, 1.893964], [3.355618, 4.432436, -3.111514], [4.117669, 3.517389, 0.416757], [-2.400620, 4.475439, 1.407473], [-2.009790, -6.629416, 2.119592], [2.072015, 2.225115, 3.011468], [3.110926, 0.310474, 5.255379], [-0.734776, 3.265580, 0.166878], [5.433734, -2.484711, 3.384860], [3.779739, 3.949838, 1.360105], [0.420796, 0.080702, -5.583538], [-0.888848, 2.374163, -2.558768], [-1.965271, -2.089205, 3.252319], [5.467455, 2.564354, 2.573894], [-5.883508, 1.820376, 0.659871], [-6.901326, 2.194029, 0.639112], [-1.906702, 0.489515, 0.799024], [4.347387, -1.060861, 1.491086], [-1.636554, -0.483711, -5.083237], [6.018387, -3.798098, 2.346185], [-2.730971, 4.021386, -0.933295], [5.768454, 2.073372, 1.646487], [-0.237665, -3.839224, 0.659143], [-3.507242, -1.168970, -4.313842], [-3.208835, 2.834595, -4.145904], [-2.824650, -2.539353, -1.873049], [-0.465631, 4.775757, -4.542556], [-0.126379, -1.828917, -1.964190], [3.557144, -4.330927, 1.774228], [-0.237866, -0.402420, -4.877945], [0.210802, 2.731169, 0.146738], [-3.572238, 1.987182, -3.573431], [3.280511, 3.511846, -0.283234], [-0.280783, -6.150637, 0.070939], [5.435797, 0.463152, -0.525957], [5.047550, 1.472265, -0.679721], [-6.285087, 1.337146, -2.118318], [3.526452, 1.383754, 1.218114], [2.321679, 5.167992, -2.545995], [-3.351149, 4.101686, -1.818253], [-0.677921, -5.135977, 0.858635], [5.268370, -3.868405, -0.107308], [-3.176299, 4.571577, 0.262877], [3.908079, 0.625511, 3.705487], [-4.042749, 3.429807, -5.082078], [3.351418, -3.258512, 1.789935], [-0.570617, 3.724196, 2.249358], [-1.508288, 3.362122, -0.988931], [4.331611, 4.882267, -3.245978], [2.067063, -0.661066, -0.684871], [-5.247154, 1.857917, 1.825412], [0.275178, 5.164790, -1.910704], [-4.227976, 4.966186, -6.570009], [5.735355, -2.744149, 2.368929], [-4.005991, 0.855197, -0.470110], [1.733270, 1.499247, -3.564784], [-2.075963, -0.048164, -5.972503], [4.215247, -2.583941, -0.729015], [3.947139, 2.526417, -3.901391], [0.772713, -0.705788, 4.300248], [3.042427, -0.170815, 1.051422], [-3.992318, 1.414311, 1.857245], [3.494353, -1.032434, 4.166544], [-1.467820, 4.391797, -4.688267], [1.354178, 1.620924, 3.565598], [-4.138713, 5.067514, 0.299395]], "forces_ev_per_angstrom": [[0.0, 0.0, 0.0], [0.0, 0.0, 0.0], [0.0, 0.0, 0.0], [0.0, 0.0, 0.0], [0.0, 0.0, 0.0], [0.0, 0.0, 0.0], [0.3, 0.2, 0.0], [0.0, 0.0, 0.0], [0.0, 0.0, 0.0], [0.0, 0.0, -0.1], [0.0, 0.0, 0.0], [0.0, 0.0, 0.0], [0.2, -0.4, 0.3], [0.0, 0.0, 0.0], [0.0, 0.0, 0.0], [0.0, 0.0, 0.0], [0.0, 0.0, 0.0], [0.0, 0.0, 0.0], [0.0, 0.0, 0.0], [0.0, 0.0, 0.0], [0.0, 0.1, -0.2], [0.1, 0.0, 0.0], [0.1, 0.0, -0.1], [0.1, -0.1, -0.1], [-0.1, -0.1, -0.2], [0.0, 0.0, 0.0], [0.0, 0.0, 0.0], [0.0, 0.0, 0.0], [0.0, 0.0, 0.0], [0.0, 0.0, 0.0], [0.0, 0.0, 0.0], [-0.1, 0.0, 0.1], [0.0, 0.0, 0.0], [0.0, 0.0, 0.0], [-0.1, 0.2, -0.1], [0.0, 0.0, -0.2], [0.0, 0.0, 0.0], [0.0, 0.0, 0.0], [0.0, 0.0, 0.0], [0.0, 0.0, 0.1], [0.0, 0.0, 0.0], [0.0, 0.0, 0.0], [0.0, 0.0, 0.0], [0.0, 0.0, 0.0], [0.0, 0.0, 0.0], [-0.1, 0.0, 0.1], [0.0, 0.0, 0.0], [0.0, 0.0, 0.0], [0.0, 0.0, 0.0], [-0.1, 0.0, 0.0], [0.0, 0.0, 0.0], [0.0, 0.0, 0.0], [0.0, 0.0, 0.0], [0.0, 0.0, 0.0], [0.0, 0.0, 0.0], [0.0, 0.0, 0.0], [0.0, 0.0, 0.0], [0.0, 0.0, 0.0], [0.0, 0.0, 0.0], [0.0, 0.0, 0.0], [0.1, -0.1, 0.1], [0.0, 0.0, 0.0], [0.0, 0.0, 0.0], [-0.1, 0.0, -0.1], [0.0, 0.0, 0.0], [0.0, 0.1, 0.2], [0.1, 0.0, -0.1], [0.0, 0.0, 0.0], [0.0, 0.0, 0.0], [0.0, 0.0, 0.0], [0.0, 0.0, 0.0], [0.0, 0.0, -0.1], [0.0, 0.0, 0.0], [0.0, 0.0, 0.0], [-0.1, 0.0, 0.1], [0.0, 0.0, 0.0], [-0.2, -0.2, 0.1], [0.0, 0.0, 0.0], [0.0, 0.0, 0.0], [0.0, 0.0, 0.0], [0.0, 0.0, 0.0], [0.0, 0.0, 0.0], [0.0, 0.0, 0.0], [0.0, 0.0, 0.0], [0.0, 0.0, 0.0], [0.0, 0.0, 0.0], [0.0, 0.1, 0.1], [0.0, 0.0, 0.0], [0.0, 0.0, 0.0], [0.0, 0.0, 0.0], [0.0, 0.0, 0.0], [0.0, 0.0, 0.0], [0.0, 0.0, 0.0], [0.0, 0.0, 0.0], [0.0, 0.0, 0.0], [0.0, 0.0, 0.0], [0.0, 0.0, 0.0], [0.0, 0.0, 0.0], [0.0, 0.1, -0.1], [0.0, 0.0, 0.0], [0.0, 0.0, 0.0], [0.0, 0.0, 0.0], [0.0, 0.0, 0.0], [0.0, 0.0, 0.0], [0.0, 0.0, 0.0], [0.0, 0.0, 0.0], [0.0, 0.0, 0.0], [0.0, 0.0, 0.0], [0.0, 0.0, 0.0], [-0.2, 0.0, 0.1], [0.1, 0.0, 0.0], [0.0, 0.0, 0.0], [0.0, 0.0, 0.0], [0.0, 0.0, 0.1], [0.0, 0.0, 0.0]], "total_charge": -1, "e_homo_ev": -5.28}



The evaluated max |F| for the records listed, in turn: 0.0134 0.0100 hartree/bohr.
The evaluated calculated total energy for the records listed, in turn: -4007.1285 -8902.2274 Eh.